[1]
Here is a molecular structure, C53H55BrFN4O3P2ScSi in a non-equilibrium geometry from the OMol25 dataset. Energies are from wB97M-V/def2-TZVPD.

Geometry (Å):
Sc 0.829 0.449 1.199
O 3.105 3.798 2.556
C 2.610 4.034 3.781
C 3.328 4.846 4.663
C 2.857 5.095 5.935
C 1.657 4.544 6.358
C 0.941 3.740 5.492
C 1.398 3.480 4.206
C 0.592 2.561 3.300
O 1.289 1.968 2.304
N -0.530 3.359 2.752
N -1.433 2.774 2.007
C -2.549 3.346 1.732
C -3.500 2.753 0.844
Br -2.918 1.153 -0.049
C -4.725 3.206 0.516
C -5.498 4.267 1.140
C -5.549 4.448 2.523
C -6.408 5.380 3.076
C -7.216 6.158 2.263
C -7.156 6.006 0.888
C -6.318 5.060 0.334
H 2.532 3.085 2.164
H 4.258 5.267 4.314
H 3.432 5.714 6.609
H 1.281 4.745 7.350
H 0.009 3.292 5.813
H 0.122 1.800 3.975
H -0.741 4.254 3.198
H -2.798 4.338 2.129
H -5.239 2.706 -0.294
H -4.946 3.821 3.162
H -6.462 5.494 4.148
H -7.895 6.875 2.697
H -7.777 6.615 0.248
H -6.282 4.927 -0.737
C 4.677 -0.798 -2.032
Si 4.073 -0.150 -0.309
C 4.099 -1.673 0.839
C 5.454 1.042 0.283
N 2.486 0.558 -0.320
C 2.251 1.624 -1.132
C 3.136 2.146 -2.102
C 2.810 3.217 -2.901
C 1.582 3.857 -2.806
C 0.671 3.383 -1.879
C 1.024 2.312 -1.099
F 0.064 1.855 -0.167
H 5.033 -1.823 -1.970
H 5.510 -0.198 -2.392
H 3.903 -0.769 -2.795
H 4.693 -2.464 0.396
H 3.114 -2.076 1.036
H 4.548 -1.421 1.792
H 6.407 0.528 0.354
H 5.223 1.459 1.259
H 5.584 1.878 -0.397
H 4.101 1.686 -2.217
H 3.537 3.564 -3.621
H 1.343 4.700 -3.434
H -0.304 3.827 -1.750
N -2.066 -0.395 4.147
C -0.984 -0.359 3.351
O -1.038 0.148 2.230
C 0.284 -0.984 3.875
C 1.280 -1.223 2.722
H -2.936 0.009 3.836
H -2.023 -0.813 5.062
H 0.029 -1.899 4.432
H 0.713 -0.274 4.589
H 1.080 -2.248 2.359
H 2.285 -1.264 3.165
C 0.802 -2.652 -0.945
P -0.400 -1.260 -0.676
C -1.878 -2.292 -0.318
C -2.719 -2.858 -1.269
C -3.778 -3.657 -0.876
C -4.017 -3.902 0.465
C -3.158 -3.377 1.415
C -2.096 -2.586 1.023
C -0.638 -0.668 -2.391
C 0.505 -0.320 -3.111
C 0.407 0.160 -4.402
C -0.836 0.298 -4.998
C -1.977 0.031 -4.262
C -1.886 -0.423 -2.959
P 0.052 -4.295 -1.416
C -0.332 -4.093 -3.201
C 0.426 -3.384 -4.123
C 0.016 -3.315 -5.443
C -1.139 -3.956 -5.857
C -1.901 -4.661 -4.941
C -1.494 -4.732 -3.623
C 1.613 -5.264 -1.548
C 2.849 -4.777 -1.961
C 3.958 -5.602 -1.938
C 3.851 -6.915 -1.511
C 2.620 -7.412 -1.118
C 1.511 -6.589 -1.136
H 1.266 -2.843 0.031
H 1.589 -2.309 -1.619
H -2.547 -2.690 -2.319
H -4.426 -4.090 -1.625
H -4.860 -4.505 0.768
H -3.316 -3.587 2.463
H -1.418 -2.183 1.759
H 1.477 -0.403 -2.645
H 1.300 0.436 -4.942
H -0.915 0.634 -6.021
H -2.953 0.187 -4.699
H -2.787 -0.565 -2.381
H 1.333 -2.882 -3.826
H 0.601 -2.754 -6.157
H -1.444 -3.910 -6.892
H -2.813 -5.149 -5.255
H -2.081 -5.276 -2.896
H 2.967 -3.758 -2.295
H 4.918 -5.217 -2.249
H 4.724 -7.548 -1.483
H 2.529 -8.434 -0.786
H 0.547 -6.964 -0.818

Properties
Spin multiplicity: 1
Energy in Eh: -6904.32363
Charge: 0



[2]
Here is a molecular structure, C53H55I2MoN2O5S2SeSi in a non-equilibrium geometry from the OMol25 dataset. Energies are from wB97M-V/def2-TZVPD.

Geometry (Å):
Mo 1.262 -0.091 0.081
C -7.028 -1.727 0.074
C -5.560 -1.442 0.022
C -4.886 -0.862 1.089
C -3.525 -0.608 1.024
C -2.832 -0.961 -0.114
C -3.482 -1.536 -1.193
C -4.840 -1.765 -1.125
S -1.060 -0.623 -0.400
O -0.700 -1.772 -1.239
C -1.593 0.748 -1.460
C -2.221 1.719 -0.655
C -3.086 2.632 -1.179
C -3.613 2.374 -2.463
C -4.787 3.019 -2.899
C -5.451 2.581 -4.011
C -4.964 1.470 -4.710
C -3.774 0.887 -4.363
C -3.031 1.353 -3.258
C -1.791 0.733 -2.842
C -0.913 0.137 -3.838
C -1.033 0.561 -5.218
C -1.510 1.838 -5.581
C -1.593 2.222 -6.893
C -1.203 1.354 -7.922
C -0.659 0.142 -7.605
C -0.518 -0.256 -6.260
C 0.227 -1.405 -5.926
C 0.637 -1.563 -4.635
C 0.108 -0.780 -3.601
S 1.289 -0.761 -2.209
O 2.411 -0.100 -2.885
C 1.798 -2.495 -2.064
C 3.117 -2.640 -1.671
C 3.646 -3.900 -1.454
C 2.852 -5.030 -1.604
C 3.404 -6.398 -1.367
C 1.524 -4.866 -1.995
C 0.991 -3.611 -2.230
H -7.452 -1.470 1.040
H -7.212 -2.782 -0.126
H -7.545 -1.156 -0.695
H -5.429 -0.593 1.983
H -3.013 -0.146 1.852
H -2.915 -1.793 -2.074
H -5.351 -2.192 -1.976
H -1.998 1.717 0.405
H -3.472 3.456 -0.597
H -5.175 3.822 -2.292
H -6.369 3.056 -4.320
H -5.543 1.064 -5.524
H -3.434 0.015 -4.900
H -1.760 2.551 -4.812
H -1.930 3.219 -7.134
H -1.283 1.671 -8.951
H -0.264 -0.505 -8.374
H 0.562 -2.074 -6.705
H 1.375 -2.310 -4.393
H 3.720 -1.752 -1.563
H 4.686 -3.998 -1.179
H 4.395 -6.349 -0.925
H 3.483 -6.938 -2.310
H 2.743 -6.969 -0.718
H 0.896 -5.737 -2.123
H -0.038 -3.502 -2.537
I 1.616 -2.334 1.640
C 3.608 -3.228 1.872
I 5.209 -2.002 1.236
H 3.634 -4.142 1.290
H 3.742 -3.434 2.926
O -1.065 -1.616 2.263
H -1.435 -2.347 2.766
H -0.937 -0.887 2.893
Se 0.688 2.151 0.749
C 5.643 -0.174 -2.287
N 4.938 1.051 -1.994
C 3.836 1.172 -1.233
N 3.198 2.355 -1.388
O 3.500 0.342 -0.366
H 6.607 0.073 -2.723
H 5.073 -0.781 -2.997
H 5.815 -0.732 -1.368
H 5.075 1.794 -2.661
H 3.256 2.866 -2.250
H 2.447 2.590 -0.754
C -0.898 3.843 3.579
C 0.421 3.452 4.242
C 0.313 3.719 5.745
C 1.543 4.311 3.654
Si 0.825 1.592 3.916
O 0.531 1.121 2.361
C 2.628 1.245 4.366
C 3.065 1.306 5.691
C 4.381 1.047 6.026
C 5.296 0.757 5.029
C 4.889 0.728 3.705
C 3.563 0.951 3.376
C -0.362 0.389 4.799
C -1.715 0.337 4.463
C -2.579 -0.545 5.091
C -2.105 -1.392 6.080
C -0.766 -1.348 6.431
C 0.094 -0.472 5.792
H -1.052 4.917 3.663
H -1.736 3.343 4.059
H -0.883 3.589 2.517
H 0.027 4.755 5.918
H 1.262 3.549 6.244
H -0.439 3.081 6.205
H 1.310 5.368 3.770
H 1.658 4.106 2.588
H 2.490 4.114 4.150
H 2.363 1.560 6.472
H 4.702 1.075 7.057
H 6.326 0.553 5.276
H 5.619 0.532 2.936
H 3.244 0.899 2.332
H -2.094 1.012 3.708
H -3.623 -0.565 4.813
H -2.778 -2.076 6.577
H -0.391 -2.000 7.207
H 1.134 -0.451 6.075

Properties
Spin multiplicity: 1
Energy in Eh: -6688.95671
Charge: +1